Entry 1:
A molecular structure, C7H15NO at a distorted geometry, computed with the ωB97M-V functional and the def2-TZVPD basis.

Results
M: 129.2 g mol⁻¹
net charge: 0
energy relative to the best compared isomer or geometry (same formula, charge and spin): 136.2 kcal/mol

Last column: Löwdin charge in e.
Atoms and positions in Å:
C1 0.378 -1.835 -0.181  -0.26
C2 -1.710 -0.104 -0.052  -0.27
C3 -0.009 1.445 0.624  -0.22
C4 1.854 -1.824 -0.330  -0.23
C5 1.597 -0.350 -0.354  -0.05
C6 -1.890 0.445 -1.432  -0.12
C7 0.714 2.105 1.750  -0.09
N1 -1.057 0.653 0.869  -0.04
O1 -0.275 -2.336 -1.287  -0.02
H1 -1.201 -2.050 -1.246  0.07
H2 -1.130 0.320 1.824  0.15
H3 -0.030 -2.101 0.788  0.12
H4 -2.516 -0.694 0.368  0.09
H5 0.057 1.881 -0.359  0.11
H6 2.232 -2.284 -1.243  0.11
H7 2.392 -2.181 0.549  0.11
H8 1.465 0.076 -1.340  0.07
H9 2.203 0.246 0.317  0.05
H10 -2.281 1.472 -1.426  0.08
H11 -0.948 0.442 -1.986  0.06
H12 -2.601 -0.163 -1.991  0.07
H13 0.363 3.125 1.931  0.07
H14 0.610 1.539 2.679  0.08
H15 1.782 2.171 1.528  0.07

Atomic forces in eV per Å
C 1.8 1.0 -0.2
C -0.9 0.5 0.4
C -1.2 0.5 0.7
C 0.1 -0.5 -0.2
C -0.9 -1.7 -0.4
C 0.2 -0.2 0.2
C 0.0 0.0 0.0
N 1.1 -0.3 -0.7
O -0.1 0.4 0.1
H 0.3 0.0 0.1
H 0.0 0.1 -0.1
H 0.0 0.4 -0.1
H -0.1 0.1 0.1
H 0.0 -0.2 -0.1
H 0.0 -0.1 0.1
H 0.0 0.1 -0.1
H 0.0 -0.1 0.0
H -0.5 0.0 0.3
H 0.1 0.1 0.0
H 0.1 0.1 -0.1
H 0.0 0.0 0.0
H 0.0 0.0 0.0
H 0.0 0.0 0.0
H 0.0 0.0 0.0

Entry 2:
A molecular structure, C7H15NO at a distorted geometry, computed with the ωB97M-V functional and the def2-TZVPD basis.

Results
M: 129.2 g mol⁻¹
net charge: 0
energy relative to the best compared isomer or geometry (same formula, charge and spin): 97.0 kcal/mol

Last column: Löwdin charge in e.
Atoms and positions in Å:
C1 0.142 0.544 -0.037  -0.43
C2 -0.385 -0.645 -0.691  -0.30
C3 -2.193 -0.059 -0.733  -0.16
C4 0.193 1.808 -0.878  -0.07
C5 -0.266 0.789 1.411  -0.04
N1 -0.402 -1.900 -0.021  0.05
C6 2.021 -0.055 -0.095  -0.06
C7 2.780 -0.723 0.776  -0.07
O1 -2.911 -0.949 0.071  -0.11
H1 -2.365 -1.759 0.128  0.06
H2 -0.129 -0.740 -1.744  0.13
H3 0.253 -2.555 -0.436  0.10
H4 -0.178 -1.827 0.968  0.09
H5 -2.430 0.956 -0.422  0.09
H6 -2.425 -0.185 -1.794  0.09
H7 2.567 0.315 -0.971  0.07
H8 -0.735 2.382 -0.810  0.08
H9 0.375 1.590 -1.933  0.09
H10 0.991 2.461 -0.514  0.09
H11 -0.665 1.797 1.545  0.09
H12 -1.040 0.103 1.767  0.08
H13 0.585 0.688 2.087  0.08
H14 3.852 -0.875 0.640  0.04
H15 2.365 -1.160 1.686  0.04

Atomic forces in eV per Å
C 5.2 -0.9 0.4
C -4.7 1.5 -0.3
C 1.7 -2.2 -0.6
C 0.0 -0.1 0.0
C 0.1 -0.2 0.3
N 0.2 -0.2 0.2
C -1.2 1.4 0.5
C -0.9 0.0 0.2
O 0.1 0.0 0.0
H -0.1 0.1 -0.1
H 0.2 0.0 0.2
H -0.2 0.1 0.1
H 0.0 0.1 -0.2
H 0.5 0.1 0.2
H -0.3 0.1 0.0
H -0.5 0.1 -0.1
H 0.0 -0.2 0.0
H 0.1 0.0 0.1
H -0.1 -0.1 -0.1
H 0.1 0.0 -0.1
H 0.0 0.0 -0.2
H 0.0 0.0 -0.1
H -0.3 0.0 -0.2
H 0.1 0.2 0.0

Which formula does entry 1 have?
C7H15NO